Entry from the Open Molecules 2025 dataset: a single C7H10N2O2S molecule (ωB97M-V/def2-TZVPD).

Values from the calculation:
- F_max (eV Å⁻¹) = 2.666
- total energy (eV) = -25330.7702
- SMILES = NCc1ccc(S(N)(=O)=O)cc1
- HOMO (eV) = -9.34
- HOMO-LUMO gap (eV) = 9.8070
- M (g/mol) = 186.236

Element x y z (Å)
N -3.47 -0.54 0.60
C -2.94 0.40 -0.38
C -1.41 0.40 -0.47
C -0.66 1.51 -0.16
C 0.77 1.45 -0.17
C 1.35 0.22 -0.31
S 3.16 0.09 -0.16
N 3.30 -0.89 1.20
O 3.70 1.43 0.13
O 3.64 -0.63 -1.29
C 0.62 -0.95 -0.63
C -0.74 -0.82 -0.69
H -3.23 -0.47 1.59
H -3.38 -1.48 0.33
H -3.34 0.11 -1.36
H -3.29 1.42 -0.09
H -1.08 2.46 0.10
H 1.31 2.32 0.23
H 2.90 -0.53 2.08
H 3.15 -1.86 1.02
H 1.08 -1.96 -0.77
H -1.42 -1.66 -0.81